Record 1
10
Properties=species:S:1:pos:R:3:forces:R:3 method="wB97M-V/def2-TZVPD" e_homo_ev=-9.84 relative_energy_kj_mol=399.0 homo_lumo_gap_ha=0.388
F -2.10603 -1.12329 0.23052 -1.1330 -2.5983 4.5580
C 2.43320 -0.73800 0.03819 -3.3988 -0.4232 -0.0689
C -0.06942 0.49443 0.22082 3.2286 3.3644 0.1640
C -1.46339 -0.00428 -0.13425 -0.7158 2.2062 -2.0792
C 1.20359 -0.38040 -0.04516 4.2120 -0.1734 1.4267
H -1.50883 -0.47131 -1.09500 1.6015 2.2401 -2.4893
H 0.24440 1.27224 1.28238 -1.5452 -2.9942 -2.8761
H 3.46181 -1.35024 0.16330 -3.1600 1.9871 -0.5467
H -2.18990 0.87763 -0.06558 1.0047 -1.1508 0.0756
H -0.00543 1.42322 -0.59523 -0.0939 -2.4580 1.8359

Record 2
9
Properties=species:S:1:pos:R:3:forces:R:3 method="wB97M-V/def2-TZVPD" e_homo_ev="-8.60 / -8.57" relative_energy_kj_mol=301.5 homo_lumo_gap_ha="0.280 / 0.276"
I -2.29196 1.43202 -0.66052 -2.1613 0.8777 0.1770
S 0.36118 0.49370 1.32938 0.1765 -0.8301 -0.7710
O -1.13723 0.40097 1.42678 0.4029 -0.2761 0.8660
N -0.72744 1.02654 -1.61077 2.8796 1.1431 -1.7488
C 0.93832 -1.03472 0.49984 -2.7321 -3.2288 1.5821
H 1.14110 -1.92466 1.28490 -0.3013 2.2217 -1.5935
H 1.78155 -0.83948 -0.06312 2.0134 0.5685 -0.8867
H 0.18495 -1.49701 -0.25332 0.8522 1.2536 1.4146
H -0.25047 1.94264 -1.95318 -1.1301 -1.7295 0.9603

Record 3
57
Properties=species:S:1:pos:R:3:forces:R:3 method="wB97M-V/def2-TZVPD" multiplicity=2 s_squared=0.753 e_homo_ev="-11.07 / -11.05" charge=+1 homo_lumo_gap_ha="0.317 / 0.285"
Cu -0.19774 1.70314 0.63512 0.1946 0.3421 0.1928
S -0.91834 3.98336 0.00074 -0.1284 -0.2016 0.0323
F -4.35436 -2.46519 -2.48729 0.0098 0.0278 0.0204
O 3.30545 0.50425 -0.87042 0.1023 -0.2063 0.0590
O -0.57016 0.23181 2.75131 -0.0017 -0.0135 -0.0617
O 1.65189 1.40259 0.30542 0.0239 -0.4570 -0.1228
O -0.92221 0.56341 -0.65895 0.0707 -0.0574 -0.1008
O 0.11552 2.34561 2.49961 0.0153 -0.2495 0.0213
N 1.47250 2.46987 4.66594 -0.0989 -0.1007 0.2586
N 1.12361 -2.44542 -2.49309 -0.1368 -0.0559 -0.1216
C -2.34088 -3.48359 -3.10827 -0.0274 -0.0594 -0.0410
C -3.01409 -2.44163 -2.47087 -0.1011 -0.1364 -0.0657
C -2.36125 -1.43336 -1.83388 0.0651 0.1187 0.0444
C 0.49683 1.29996 4.57845 0.2849 0.1578 0.2176
C -0.22516 -0.38215 -1.17621 -0.3046 0.4097 0.1477
C 1.18192 -4.77526 -3.23878 0.0122 -0.0145 -0.0325
C 1.77476 -1.47269 -1.86872 0.0352 -0.0345 -0.0083
C 1.17709 -0.44128 -1.17584 0.0912 -0.2580 -0.0688
C 0.17322 2.45807 6.66770 0.0277 -0.0297 0.0432
C -0.95714 -1.44182 -1.84123 0.0165 0.0145 -0.0501
C -0.22780 -4.64902 -3.79733 -0.0412 0.0395 0.0093
C -0.03517 1.24710 3.16101 -0.1466 0.2325 -0.2608
C -0.56759 1.61099 5.63477 0.0154 -0.0242 -0.0146
C 2.13635 0.54362 -0.54053 -0.1838 0.6429 0.0782
C -0.96897 -3.51807 -3.13024 0.0596 -0.0201 -0.0035
C -2.70035 3.99700 0.25695 -0.1245 -0.0068 0.0410
C -0.27006 -2.46923 -2.49303 0.2893 -0.1418 -0.0570
C -0.86845 3.95420 -1.79530 0.0671 -0.0633 -0.1147
C 1.89680 -3.43458 -3.29496 -0.0859 0.1109 0.1720
C 2.10538 -2.90464 -4.70534 -0.0119 0.0292 -0.0412
C 1.04708 3.36120 5.81550 0.0972 -0.0714 -0.2081
H 1.04295 0.38646 4.79972 -0.0151 -0.0184 0.0301
H -0.78415 -5.57581 -3.65863 0.0119 -0.0052 0.0195
H -2.91672 -4.27142 -3.57899 -0.0064 0.0247 0.0206
H -3.17014 3.16544 -0.26633 0.0195 0.0084 0.0106
H 1.93288 3.75611 6.30377 -0.0080 0.0140 0.0418
H -0.98024 0.69284 6.04385 -0.0138 0.0073 0.0072
H 1.75977 -5.50293 -3.80838 -0.0087 -0.0064 0.0017
H -1.30025 4.86911 -2.19580 -0.0051 0.0029 0.0219
H 1.15416 -2.68782 -5.19326 0.0190 -0.0027 0.0006
H -1.39841 3.08321 -2.17821 0.0054 0.0126 0.0169
H 0.17905 3.89594 -2.08657 -0.0136 0.0011 0.0018
H 1.39226 2.94241 3.75412 -0.0695 0.0438 -0.1639
H 2.69348 -1.98663 -4.69270 -0.0081 -0.0114 0.0143
H 1.14811 -5.12335 -2.20384 -0.0088 0.0157 -0.0019
H -2.89855 -0.64287 -1.33189 0.0148 -0.0092 0.0029
H 2.85710 -3.51503 -2.78775 0.0390 -0.0429 -0.0170
H -0.49212 3.03646 7.30479 -0.0108 -0.0120 -0.0020
H -3.12420 4.93867 -0.08666 0.0318 0.0029 -0.0110
H -0.18895 -4.47358 -4.87536 -0.0090 -0.0003 -0.0028
H -1.38491 2.17790 5.18582 0.0117 0.0140 -0.0084
H -2.87921 3.89697 1.32627 0.0060 0.0052 -0.0182
H 0.79136 1.82802 7.31079 -0.0082 0.0102 -0.0013
H 2.63899 -3.64347 -5.30407 -0.0015 0.0110 0.0084
H 2.42895 2.14199 4.77528 -0.0130 -0.0075 0.0111
H 2.85678 -1.48805 -1.92508 -0.0053 0.0013 0.0245
H 0.48336 4.18117 5.37688 -0.0396 0.0170 0.0280

| no. | calculated total energy (eV) |
| --- | --- |
| 1 | -6941.0809 |
| 2 | -23570.9899 |
| 3 | -93606.2379 |